1.
ORCA calculation (ωB97M-V/def2-TZVPD) on a molecular structure, C38H32BiN5S7Se.

The geometry in XYZ format:
```
84
Properties=species:S:1:pos:R:3:forces:R:3:mulliken_charge:R:1
Bi 1.5629 -0.0781 0.7885 1.665 0.300 0.723 1.270
S 9.1524 0.4803 0.6252 -0.840 -0.225 -0.004 -0.263
C 7.5121 0.1909 0.7687 0.973 1.228 0.762 0.077
S 6.6810 -1.0476 -0.0320 -0.649 -0.259 0.050 -0.099
C 5.0965 -0.7254 0.6522 -0.859 0.856 0.848 0.008
C 4.9926 0.3496 1.4969 0.370 -0.823 -0.836 0.090
S 3.5761 0.9880 2.2888 -0.669 -0.120 -0.226 -0.427
S 6.4906 1.2034 1.7958 0.385 -0.659 -0.671 -0.075
S 3.7341 -1.7669 0.2485 -0.495 0.175 -0.054 -0.450
C -0.1622 7.3948 0.4354 -0.077 -0.322 0.136 -1.534
C 1.0287 6.5851 1.0247 1.234 0.578 -0.786 1.823
C 1.8089 5.9575 -0.1662 -0.378 -0.649 0.091 -1.650
C 1.9355 7.6269 1.7781 -0.211 -0.741 -0.163 -1.584
C 0.5695 5.4877 1.9637 -0.748 0.208 1.113 0.422
C -0.2742 5.8510 3.0653 0.527 -1.053 -0.488 -0.746
C -0.7793 4.8968 3.9217 -0.349 0.092 0.129 -1.041
C -0.5436 3.5393 3.6905 0.708 0.698 -0.954 0.944
S -1.0824 2.1894 4.5931 0.309 -1.263 -0.834 -0.390
C -0.3054 1.1189 3.3813 0.538 1.079 -1.345 0.250
N 0.3329 1.7710 2.4126 -0.475 -0.280 1.654 0.547
C 0.2641 3.1612 2.5943 -0.286 -0.262 0.528 -1.935
C 0.9055 4.1474 1.8163 -0.112 -0.124 -0.367 0.365
C -0.2630 -0.3638 3.4326 -0.370 0.005 1.122 0.567
C -0.9626 -1.0341 4.4684 0.848 0.053 -0.851 -0.698
C -0.6791 -2.3632 4.7474 -0.110 0.031 -0.256 -0.698
C 0.2009 -3.0698 3.9367 0.441 0.061 -0.297 -0.622
C 0.8665 -2.4077 2.8834 -0.817 -0.958 0.222 -0.412
C 0.6250 -1.0728 2.6073 0.189 0.199 0.026 0.165
H 0.1398 8.0605 -0.4024 0.083 -0.426 0.607 0.418
H -0.6054 8.0238 1.2291 -0.046 -0.317 -0.457 0.331
H -0.9044 6.6867 0.0344 0.029 0.345 0.186 0.335
H 2.1845 6.7715 -0.7995 -0.147 -0.351 -0.051 0.456
H 1.1286 5.2483 -0.7497 0.887 1.051 0.566 0.173
H 2.6796 5.3556 0.1827 -0.492 0.521 -0.246 0.362
H 2.2961 8.3967 1.0827 -0.098 -0.204 0.143 0.408
H 2.7962 7.1574 2.2815 -0.269 0.077 -0.287 0.352
H 1.3261 8.1057 2.5458 0.118 0.128 0.031 0.375
H -0.5030 6.8764 3.2851 -0.054 0.334 -0.176 0.368
H -1.4236 5.2046 4.7362 0.100 -0.009 0.095 0.366
H 1.6744 3.8464 1.0972 -0.612 -0.071 0.145 0.519
H -1.7311 -0.5254 5.0178 -0.051 0.327 0.401 0.445
H -1.1375 -2.8411 5.6024 -0.194 -0.086 -0.110 0.386
H 0.3507 -4.1468 4.1041 0.131 0.628 -0.020 0.391
H 1.5169 -3.0002 2.2433 0.072 0.192 0.075 0.403
C -0.6955 0.6650 -4.2822 0.009 -0.067 0.220 -1.004
N -1.6472 0.5965 -3.1869 -0.125 -0.194 0.702 0.260
C -1.4819 1.1040 -1.9259 0.252 0.393 0.505 -0.391
Se -0.1001 2.1946 -1.2195 -1.259 -0.671 -0.903 -0.294
N -2.5371 0.6371 -1.1807 0.502 -0.275 -0.690 0.158
C -3.3131 -0.2520 -1.9331 -0.266 0.576 0.591 0.521
C -4.4497 -0.9821 -1.5937 -0.029 -0.329 -0.768 -0.943
C -5.0683 -1.7303 -2.6045 0.989 0.915 -0.464 -0.541
C -4.4975 -1.7325 -3.9058 -0.114 -0.178 -0.128 -0.685
C -3.3288 -1.0284 -4.2158 -0.144 0.147 0.654 -0.444
C -2.7658 -0.2405 -3.2058 -0.110 -0.629 -0.338 0.552
H 0.0147 1.4502 -4.0512 0.094 0.105 -0.009 0.335
H -1.2326 0.9096 -5.2049 0.201 -0.172 0.142 0.351
H -0.1576 -0.2949 -4.3516 -0.233 0.333 -0.180 0.294
H -2.6997 0.9122 -0.2261 0.196 0.029 -0.036 0.223
H -4.8486 -0.9897 -0.5940 -0.050 0.151 0.193 0.445
H -6.0070 -2.2147 -2.3811 0.083 -0.260 -0.157 0.458
H -4.9580 -2.2868 -4.7384 0.109 0.166 0.681 0.370
H -2.8665 -1.0860 -5.1908 -0.150 0.008 -0.101 0.449
S -1.4890 -5.1124 -3.4358 -0.286 -0.080 -0.844 -0.132
C -0.7024 -3.9602 -2.3689 0.140 -0.080 1.313 0.507
C -1.2316 -3.8045 -1.0739 0.101 0.832 -0.325 -0.767
C -0.6480 -2.8415 -0.2572 0.250 -0.134 0.318 -0.695
N 0.4953 -2.1603 -0.5439 -1.516 -0.784 -0.317 0.361
C 0.9925 -2.3992 -1.7464 1.497 0.524 -0.970 -0.212
C 0.4515 -3.2548 -2.6947 -0.289 -0.846 -0.480 -0.765
C -1.0916 -6.6108 -2.5680 1.018 0.034 -0.374 0.307
C -1.8438 -7.0754 -1.5105 -0.639 -0.283 0.697 -0.038
C -1.3707 -8.2157 -0.8485 -0.524 -0.199 0.190 -0.445
N -0.3054 -8.9168 -1.2063 -0.453 0.258 -0.141 -0.558
C 0.3461 -8.4792 -2.2755 1.527 -0.532 -0.091 -0.370
C 0.0715 -7.3100 -2.9590 -0.872 0.038 0.051 -0.293
H -2.1208 -4.3678 -0.7477 0.574 0.514 -0.204 0.216
H -1.1165 -2.6201 0.6957 0.228 0.003 0.123 0.472
H 1.9385 -1.8973 -2.0370 -0.608 -0.186 0.573 0.322
H 0.9853 -3.4881 -3.6346 -0.441 0.483 0.596 0.474
H -2.7982 -6.6079 -1.1663 1.042 -0.334 -0.485 0.422
H -1.9062 -8.6402 -0.0043 -0.111 0.286 0.031 0.373
H 1.2135 -9.1089 -2.5389 -0.427 0.501 -0.111 0.344
H 0.6990 -6.9904 -3.7961 -0.358 -0.029 0.364 0.372
```
Forces are in eV/Å.

Energy relative to the best compared isomer or geometry (same formula, charge and spin): 0.000 eV
HOMO: -6.39 eV
Frontier orbital gap: 0.2131 Ha


2.
ORCA calculation (ωB97M-V/def2-TZVPD) on C4H7N3O2 in the gas phase.

The geometry in XYZ format:
```
16
Properties=species:S:1:pos:R:3:forces:R:3:mulliken_charge:R:1
H 1.3127 -3.4061 1.0097 0.435 0.174 -0.269 0.272
N 0.9496 -2.9928 0.1588 -0.535 -0.942 0.568 -0.642
C 0.2672 -1.9509 0.2503 0.962 1.949 -0.244 0.363
C 1.4308 -0.5008 0.5689 -0.151 -1.375 0.058 -0.049
O 1.5037 0.1832 1.5548 0.079 0.393 0.358 -0.503
N -0.9162 -1.4971 -0.0245 0.074 0.057 -0.320 -0.721
C -0.7519 -0.1437 -0.0830 -2.207 0.563 -0.182 0.762
N -1.2937 0.6062 0.9119 0.955 -0.482 -1.107 -0.303
O -0.5169 0.3962 -1.2821 0.247 -0.345 1.111 -0.251
C -0.4570 1.8213 -1.4086 -0.043 0.129 0.148 -0.780
H 2.3330 -0.6911 -0.0572 0.084 0.074 -0.131 0.357
H -1.5126 0.0809 1.7436 0.139 0.057 0.050 0.290
H -1.0394 1.5764 1.0261 -0.059 -0.106 0.003 0.245
H 0.3080 2.2342 -0.7465 0.035 -0.056 -0.060 0.367
H -0.1913 2.0135 -2.4442 -0.028 -0.006 0.083 0.237
H -1.4260 2.2707 -1.1781 0.011 -0.083 -0.065 0.355
```
Forces are in eV/Å.

Energy relative to the best compared isomer or geometry (same formula, charge and spin): 4.770 eV
HOMO (alpha / beta): -7.29 / -7.29 eV
Frontier orbital gap (alpha / beta): 0.2730 / 0.2730 Ha


3.
ORCA calculation (ωB97M-V/def2-TZVPD) on C12H10BrClN2O2S in the gas phase.

The geometry in XYZ format:
```
29
Properties=species:S:1:pos:R:3:forces:R:3:mulliken_charge:R:1
N 4.4343 -0.7182 -1.9154 0.258 -0.152 -0.286 -0.487
C 3.7061 -0.2832 -0.8509 -0.251 0.055 0.531 0.338
C 2.4133 0.2275 -1.0085 0.085 -0.007 -0.112 -0.401
C 1.6789 0.6091 0.0924 -0.417 0.112 -0.076 -0.387
S 0.0287 1.2381 -0.1550 -0.226 -0.788 -0.198 1.383
O -0.2075 1.4728 -1.5495 0.259 -0.064 -0.066 -0.682
O -0.2468 2.2944 0.7656 0.104 0.002 0.315 -0.670
N -0.8449 -0.1375 0.3354 1.098 0.404 0.062 -0.253
C -2.2357 -0.1756 0.2438 -0.838 0.247 -0.026 0.552
C -2.9871 0.9789 0.4519 0.012 -0.112 -0.030 -0.168
C -4.3664 0.9289 0.3990 -0.103 -0.144 -0.056 -0.639
C -4.9976 -0.2771 0.1452 -0.211 -0.010 0.002 0.070
Br -6.8973 -0.3477 0.0777 0.128 0.009 0.007 -0.205
C -4.2682 -1.4345 -0.0613 -0.104 0.113 0.023 -0.596
C -2.8885 -1.3793 -0.0173 0.268 0.163 0.045 -0.598
C 2.1701 0.5085 1.3792 0.069 0.011 0.192 -0.373
C 3.4484 0.0030 1.5593 -0.216 0.090 -0.105 -0.765
C 4.1960 -0.3859 0.4635 -0.136 0.071 -0.190 0.538
Cl 5.7947 -1.0074 0.7070 0.080 -0.040 0.012 -0.239
H 4.1508 -0.4242 -2.8335 0.083 0.004 0.024 0.231
H 5.4163 -0.8848 -1.7667 -0.072 0.044 -0.133 0.168
H 1.9811 0.3431 -1.9901 -0.011 -0.025 -0.179 0.393
H -0.3998 -0.9830 0.0089 0.172 -0.013 -0.061 0.292
H -2.4814 1.9084 0.6507 -0.064 0.126 0.068 0.506
H -4.9479 1.8242 0.5556 -0.036 0.053 0.011 0.412
H -4.7710 -2.3684 -0.2605 -0.026 -0.047 -0.010 0.398
H -2.3116 -2.2779 -0.1822 0.063 -0.106 -0.025 0.305
H 1.5641 0.8340 2.2068 -0.024 0.019 0.195 0.465
H 3.8685 -0.0861 2.5487 0.057 -0.016 0.065 0.411
```
Forces are in eV/Å.

HOMO: -8.47 eV
Frontier orbital gap: 0.3204 Ha


So what do the calculations give for max |F|? Going down the list: 0.0361; 0.0444; 0.0228 Eh/bohr.
So what do the calculations give for total energy? Going down the list: -194409.7503; -12822.7597; -113081.6317 eV.